1.
A 2-piece molecular cluster, CH4INS overall, computed with ωB97M-V/def2-TZVPD.

Geometry as XYZ:
```
8
Properties=species:S:1:pos:R:3:nbo_charge:R:1
C 0.495 -1.163 0.847 -0.49
N 0.670 0.868 -0.847 -0.86
S -0.649 0.808 -1.717 0.42
I 2.108 -0.845 2.112 0.10
H 0.915 -1.717 0.032 0.22
H -0.329 -0.836 1.338 0.19
H 1.076 1.643 -0.368 0.37
H -1.551 1.472 -0.984 0.05
```

Highest occupied orbital energy (alpha / beta) (eV): -8.02 / -8.64
HOMO-LUMO gap (alpha / beta) (eV): 7.4 / 8.6
Energy above the lowest of the compared OMol25 structures with the same formula, charge and spin (kcal per mole): 92.60

2.
One molecule with the formula CH4INS, computed with ωB97M-V/def2-TZVPD.

Geometry as XYZ:
```
8
Properties=species:S:1:pos:R:3:lowdin_spin:R:1
C 0.931 0.155 0.599 0.46
N -1.369 -0.182 -0.548 0.03
S 0.003 -1.229 -0.311 0.06
I 2.950 0.554 0.131 1.40
H 0.827 0.293 1.643 0.03
H 0.306 0.986 0.241 0.03
H -1.400 -0.078 -1.548 0.00
H -2.249 -0.498 -0.207 0.00
```

Highest occupied orbital energy (alpha / beta) (eV): -5.02 / -8.88
2S+1: 3
<S²>: 2.006
HOMO-LUMO gap (alpha / beta) (eV): 5.7 / 5.4
Energy above the lowest of the compared OMol25 structures with the same formula, charge and spin (kcal per mole): 70.50